[1]
Formula: C21H47O17P2
Source: the OMol25 dataset
Level of theory: ωB97M-V/def2-TZVPD

Output
orbital gap = 6.765 eV
largest force on an atom = 2.6 eV/Å
2S+1 = 1
LUMO level = 2.34 eV
energy above the lowest of the compared OMol25 structures with the same formula, charge and spin = 0.0 kcal per mole
charge = -1

```
87
C21H47O17P2 ωB97M-V/def2-TZVPD
O -5.227 15.259 9.843
C -5.369 14.599 11.072
O -5.229 15.315 12.099
O -5.637 13.378 11.058
H -4.953 16.104 10.251
C -0.302 8.333 13.854
C -1.071 8.877 12.680
O -2.393 9.188 13.092
P -3.109 10.547 12.669
O -4.385 10.738 13.324
O -1.961 11.594 13.008
C -2.116 12.941 12.497
C -0.925 13.257 11.611
O -3.088 10.502 11.094
C -4.203 10.848 10.209
C -4.258 9.791 9.125
H 0.762 8.255 13.600
H -0.379 9.001 14.708
H -0.610 7.314 14.088
H -0.570 9.734 12.227
H -1.108 8.136 11.873
H -3.059 13.023 11.950
H -2.159 13.586 13.375
H 0.008 13.107 12.154
H -0.972 12.629 10.721
H -0.941 14.305 11.299
H -5.110 10.893 10.804
H -4.011 11.837 9.806
H -4.018 8.810 9.531
H -5.271 9.804 8.718
H -3.570 10.005 8.307
C -5.135 19.649 7.070
C -4.191 20.144 8.144
O -3.338 19.074 8.580
P -3.523 18.515 10.055
O -4.903 18.234 10.422
O -2.825 19.630 10.960
C -1.507 20.121 10.662
C -0.776 20.423 11.968
O -2.520 17.310 10.025
C -2.358 16.476 11.207
C -0.956 16.643 11.753
H -5.897 19.026 7.535
H -5.601 20.497 6.567
H -4.558 19.120 6.313
H -3.495 20.877 7.725
H -4.727 20.611 8.970
H -0.976 19.335 10.120
H -1.590 21.022 10.053
H 0.258 20.083 11.951
H -0.831 21.478 12.235
H -1.268 19.874 12.773
H -3.115 16.738 11.950
H -2.581 15.459 10.898
H -0.840 17.596 12.263
H -0.707 15.846 12.457
H -0.226 16.575 10.941
C -3.983 15.931 6.138
C -5.165 15.943 5.188
O -5.908 14.729 5.196
C -5.594 13.723 4.385
O -6.253 12.733 4.298
O -4.471 13.961 3.690
C -4.053 12.909 2.830
H -4.328 15.848 7.169
H -3.392 16.843 6.058
H -3.339 15.082 5.899
H -4.867 16.256 4.188
H -5.872 16.694 5.548
H -3.075 13.184 2.446
H -4.715 12.867 1.960
H -4.044 11.953 3.344
C -8.651 16.739 9.013
C -8.106 16.533 10.417
O -9.226 16.821 11.293
C -9.143 16.446 12.566
O -8.331 15.735 13.068
O -10.198 16.993 13.206
C -10.182 16.793 14.610
H -9.573 16.191 8.846
H -7.871 16.445 8.306
H -8.815 17.807 8.832
H -7.203 17.119 10.573
H -7.852 15.478 10.533
H -9.307 17.278 15.039
H -10.172 15.729 14.851
H -11.110 17.208 14.994
```

[2]
Formula: C2H4NO2S
Source: the OMol25 dataset
Level of theory: ωB97M-V/def2-TZVPD

Output
orbital gap (spin up / spin down) = 7.259 / 5.182 eV
largest force on an atom = 3.3 eV/Å
2S+1 = 1
LUMO level (spin up / spin down) = 4.01 / 3.63 eV
energy above the lowest of the compared OMol25 structures with the same formula, charge and spin = 92.3 kcal per mole
charge = -1

```
10
C2H4NO2S ωB97M-V/def2-TZVPD
C 0.628 0.027 0.227
C -0.220 -1.937 -0.693
N 0.381 -0.688 -0.778
O 0.842 3.382 1.394
O -1.330 3.080 0.266
S 0.137 3.151 0.122
H 0.670 -0.165 1.362
H 0.131 -2.404 0.329
H 0.086 -2.777 -1.335
H -1.327 -1.669 -0.895
```

[3]
Formula: C32H51AuNOP
Source: the OMol25 dataset
Level of theory: ωB97M-V/def2-TZVPD

Output
orbital gap = 7.204 eV
largest force on an atom = 0.8 eV/Å
2S+1 = 1
LUMO level = -7.62 eV
charge = +2

```
87
C32H51AuNOP ωB97M-V/def2-TZVPD
Au 0.864 0.005 -0.605
N 1.170 -3.702 -3.084
C 1.156 -2.590 -2.348
O 0.313 -2.385 -1.474
C 2.266 -1.589 -2.600
C 1.895 -0.126 -2.384
H 0.475 -4.414 -2.916
H 1.846 -3.854 -3.812
H 2.665 -1.697 -3.613
H 3.069 -1.875 -1.917
H 1.302 0.285 -3.188
H 2.776 0.492 -2.206
C 4.185 -2.427 2.666
C 3.693 -2.213 1.223
C 4.755 -1.470 0.414
C 2.362 -1.514 1.297
C 2.290 -0.121 1.477
C 1.065 0.531 1.706
C 1.077 1.921 2.303
C 1.100 1.743 3.831
C 2.270 2.781 1.885
C -0.138 -0.219 1.523
C -0.067 -1.665 1.533
C 1.176 -2.252 1.387
C -1.211 -2.639 1.777
C -2.627 -2.327 1.306
C -1.225 -2.976 3.280
C -1.462 0.488 1.531
C -2.167 0.629 2.719
C -3.432 1.196 2.734
C -4.025 1.604 1.550
C -3.327 1.499 0.358
C -2.037 0.964 0.334
P -1.144 1.038 -1.262
C -0.835 2.830 -1.674
C 0.032 3.426 -0.569
C -0.063 2.894 -2.999
C -2.114 3.682 -1.743
C -2.088 0.134 -2.632
C -1.125 -0.348 -3.720
C -2.758 -1.092 -2.014
C -3.160 1.005 -3.299
H 5.104 -3.012 2.656
H 3.449 -2.958 3.270
H 4.397 -1.469 3.145
H 3.522 -3.199 0.781
H 4.998 -0.503 0.855
H 4.459 -1.302 -0.621
H 5.675 -2.052 0.403
H 3.204 0.451 1.539
H 0.142 2.416 2.047
H 1.999 1.209 4.143
H 0.233 1.193 4.196
H 1.104 2.721 4.312
H 3.175 2.475 2.412
H 2.087 3.820 2.156
H 2.483 2.743 0.817
H 1.239 -3.333 1.347
H -0.906 -3.544 1.246
H -3.127 -1.580 1.918
H -3.210 -3.246 1.380
H -2.653 -2.006 0.272
H -1.674 -2.166 3.857
H -0.226 -3.165 3.671
H -1.827 -3.870 3.443
H -1.728 0.273 3.641
H -3.964 1.299 3.670
H -5.026 2.012 1.552
H -3.799 1.833 -0.556
H 0.986 2.910 -0.486
H -0.479 3.418 0.393
H 0.237 4.468 -0.822
H 0.810 2.240 -2.995
H 0.296 3.916 -3.132
H -0.684 2.654 -3.861
H -2.546 3.826 -0.754
H -2.878 3.311 -2.414
H -1.811 4.665 -2.107
H -0.407 -1.054 -3.318
H -0.604 0.465 -4.225
H -1.719 -0.871 -4.470
H -2.021 -1.783 -1.604
H -3.294 -1.615 -2.809
H -3.484 -0.822 -1.248
H -2.748 1.861 -3.828
H -3.930 1.341 -2.607
H -3.653 0.376 -4.042
```

[4]
Formula: C6H14Cl13O4PS
Source: the OMol25 dataset
Level of theory: ωB97M-V/def2-TZVPD

Output
orbital gap = 10.213 eV
largest force on an atom = 0.4 eV/Å
2S+1 = 1
LUMO level = 0.13 eV

```
39
C6H14Cl13O4PS ωB97M-V/def2-TZVPD
O -3.895 3.247 -0.325
S -2.825 4.172 -0.638
O -1.776 3.906 0.621
O -1.910 3.531 -1.782
P -1.872 1.844 -2.103
O -0.974 1.384 -0.833
Cl -0.400 1.962 -3.497
H -0.910 4.279 0.394
H -1.277 1.755 0.008
C 1.575 -2.011 -3.977
Cl 0.142 -1.652 -3.001
Cl 2.495 -0.558 -4.390
H 2.209 -2.661 -3.388
H 1.250 -2.481 -4.897
C 3.210 -4.802 -0.825
Cl 2.430 -6.349 -0.512
Cl 3.794 -4.656 -2.495
H 2.484 -4.016 -0.657
H 4.062 -4.704 -0.163
C -3.289 1.264 2.368
Cl -3.390 1.658 4.092
Cl -3.050 -0.463 2.089
H -4.210 1.575 1.891
H -2.443 1.801 1.959
C 1.478 5.246 -5.651
Cl 0.466 5.668 -4.262
Cl 1.972 3.550 -5.632
H 0.902 5.421 -6.551
H 2.369 5.860 -5.620
C -0.585 0.143 6.268
Cl -0.603 0.458 8.009
Cl -0.448 -1.580 5.893
H -1.512 0.507 5.845
H 0.274 0.649 5.844
C 0.731 -4.780 3.273
Cl 1.924 -6.072 3.435
Cl 1.124 -3.656 1.962
H -0.231 -5.226 3.052
H 0.710 -4.217 4.197
```

[5]
Formula: C6H12N
Source: the OMol25 dataset
Level of theory: ωB97M-V/def2-TZVPD

Output
orbital gap = 7.458 eV
largest force on an atom = 5.2 eV/Å
2S+1 = 1
LUMO level = -5.34 eV
energy above the lowest of the compared OMol25 structures with the same formula, charge and spin = 83.8 kcal per mole
charge = +1

```
19
C6H12N ωB97M-V/def2-TZVPD
C 1.802 0.626 -0.394
C 2.163 -0.180 0.421
C 1.410 1.655 -1.406
C 2.563 -1.233 1.348
C -1.907 -0.578 -1.178
C -2.664 0.047 0.984
N -1.673 -0.494 0.096
H 1.953 2.606 -1.412
H 0.465 2.103 -1.082
H 1.413 1.135 -2.368
H 3.226 -1.845 0.836
H -0.794 -0.718 0.404
H 3.112 -0.700 2.088
H -2.827 -0.254 -1.463
H -1.090 -0.977 -2.034
H 1.615 -1.764 1.625
H -2.251 0.931 1.338
H -3.565 0.177 0.391
H -2.949 -0.535 1.804
```

[6]
Formula: C32H33FN4STaTe
Source: the OMol25 dataset
Level of theory: ωB97M-V/def2-TZVPD

Output
orbital gap = 6.261 eV
largest force on an atom = 1.2 eV/Å
2S+1 = 1
LUMO level = -3.79 eV
energy above the lowest of the compared OMol25 structures with the same formula, charge and spin = 7.0 kcal per mole
charge = +1

```
73
C32H33FN4STaTe ωB97M-V/def2-TZVPD
Ta -0.033 0.297 -0.115
C 0.508 -3.031 0.417
C 1.439 -2.651 1.578
C 2.139 -1.294 1.492
N 1.269 -0.105 1.489
C 1.327 0.786 2.496
C 1.886 0.503 3.751
C 2.151 1.312 4.841
C 2.034 2.686 4.969
C 1.512 3.553 4.028
C 0.860 3.251 2.844
C 0.618 2.030 2.206
N -0.245 1.926 1.170
C -1.370 2.851 1.057
C -1.382 3.684 -0.226
C -0.840 2.893 -1.419
N -1.107 1.456 -1.372
C -1.952 0.861 -2.274
C -3.002 1.565 -2.828
C -3.944 1.210 -3.801
C -3.982 0.092 -4.590
C -3.067 -0.969 -4.572
C -2.054 -1.240 -3.692
C -1.585 -0.532 -2.554
N -0.666 -1.019 -1.743
C -0.126 -2.359 -1.979
C 0.998 -2.743 -1.013
H -0.457 -2.548 0.565
H 0.315 -4.100 0.515
H 2.243 -3.389 1.648
H 0.863 -2.714 2.506
H 2.717 -1.272 0.567
H 2.868 -1.234 2.297
H 2.115 -0.542 3.915
H 2.553 0.794 5.704
H 2.387 3.122 5.894
H 1.570 4.608 4.268
H 0.479 4.110 2.305
H -1.449 3.499 1.928
H -2.271 2.230 1.062
H -0.772 4.583 -0.121
H -2.411 4.008 -0.397
H 0.250 2.977 -1.414
H -1.184 3.339 -2.351
H -3.147 2.553 -2.408
H -4.722 1.944 -3.974
H -4.772 0.035 -5.327
H -3.195 -1.703 -5.359
H -1.516 -2.155 -3.902
H 0.287 -2.400 -2.993
H -0.934 -3.097 -1.916
H 1.753 -1.956 -1.043
H 1.477 -3.634 -1.424
Te -2.393 -0.722 0.998
C -2.162 -2.220 2.458
C -2.359 -3.563 2.316
C -2.205 -4.276 3.533
C -1.898 -3.465 4.580
S -1.801 -1.824 4.099
H -2.608 -4.026 1.371
H -2.320 -5.347 3.624
H -1.742 -3.736 5.613
F 4.839 0.728 -4.299
C 3.841 0.687 -3.407
C 2.533 0.728 -3.854
C 1.512 0.626 -2.922
C 1.748 0.496 -1.544
C 3.091 0.544 -1.153
C 4.138 0.623 -2.062
H 2.326 0.835 -4.910
H 0.502 0.665 -3.307
H 3.350 0.542 -0.099
H 5.171 0.634 -1.738
```

[7]
Formula: C21H30N7OPt
Source: the OMol25 dataset
Level of theory: ωB97M-V/def2-TZVPD

Output
orbital gap (spin up / spin down) = 4.891 / 4.805 eV
largest force on an atom = 2.0 eV/Å
2S+1 = 1
LUMO level (spin up / spin down) = -12.20 / -12.29 eV
energy above the lowest of the compared OMol25 structures with the same formula, charge and spin = 91.2 kcal per mole
charge = +3

```
60
C21H30N7OPt ωB97M-V/def2-TZVPD
Pt 0.254 -0.336 -0.688
C 2.736 1.667 -1.357
N 2.623 0.211 -1.155
C 3.456 -0.327 -0.069
C 2.638 -0.586 1.142
N 1.324 -0.511 1.159
C 0.906 -0.824 2.454
C -0.361 -0.833 3.032
C -0.443 -1.184 4.364
C 0.704 -1.510 5.106
C 1.964 -1.478 4.546
C 2.043 -1.116 3.208
N 3.121 -0.942 2.336
C 1.554 2.376 -0.809
N 0.475 1.754 -0.380
C -0.417 2.730 0.082
C -1.668 2.625 0.684
C -2.293 3.801 1.043
C -1.692 5.048 0.813
C -0.452 5.159 0.223
C 0.182 3.975 -0.127
N 1.431 3.698 -0.689
H 2.816 1.886 -2.425
H 3.642 2.061 -0.891
H 2.883 -0.254 -2.016
H 4.277 0.345 0.191
H 3.913 -1.266 -0.389
H -1.235 -0.541 2.458
H -1.407 -1.206 4.852
H 0.596 -1.782 6.147
H 2.844 -1.722 5.127
H 4.093 -1.078 2.577
H -2.111 1.655 0.854
H -3.267 3.765 1.512
H -2.216 5.947 1.106
H -0.006 6.129 0.046
H 2.109 4.391 -0.973
N -0.867 -2.356 0.016
C -2.197 -2.408 -0.490
C -2.427 -3.320 -1.678
C -1.288 -3.404 -2.688
C -0.902 -2.082 -3.355
N 0.235 -1.393 -2.668
H -0.310 -3.161 -0.257
H -0.849 -2.248 1.030
H -2.399 -1.304 -0.819
H -2.934 -2.570 0.302
H -3.346 -3.011 -2.179
H -2.631 -4.330 -1.308
H -1.617 -4.091 -3.466
H -0.396 -3.865 -2.245
H -1.752 -1.404 -3.400
H -0.599 -2.288 -4.384
H 0.550 -0.640 -3.278
H 1.001 -2.062 -2.603
C -2.469 0.860 -1.972
O -1.822 0.091 -0.985
H -2.198 1.915 -1.858
H -3.551 0.793 -1.814
H -2.247 0.552 -2.997
```

[8]
Formula: C4H8O2
Source: the OMol25 dataset
Level of theory: ωB97M-V/def2-TZVPD

Output
orbital gap = 9.272 eV
largest force on an atom = 0.4 eV/Å
2S+1 = 1
LUMO level = 0.05 eV
energy above the lowest of the compared OMol25 structures with the same formula, charge and spin = 99.4 kcal per mole

```
14
C4H8O2 ωB97M-V/def2-TZVPD
O -0.969 2.166 -1.296
C -0.741 -0.317 -0.509
C 0.711 -0.529 -0.743
C 1.361 -0.803 0.622
O 0.490 -0.175 1.546
C -0.799 -0.242 0.963
H -1.496 2.568 -0.595
H -1.402 1.306 -1.461
H 0.983 0.479 -1.106
H 0.946 -1.230 -1.550
H 2.358 -0.371 0.743
H 1.418 -1.886 0.818
H -1.299 -1.216 1.186
H -1.438 0.542 1.380
```

[9]
Formula: H4S2
Source: the OMol25 dataset
Level of theory: ωB97M-V/def2-TZVPD

Output
orbital gap = 10.409 eV
largest force on an atom = 0.3 eV/Å
2S+1 = 1
LUMO level = 0.85 eV
energy above the lowest of the compared OMol25 structures with the same formula, charge and spin = 1.0 kcal per mole

```
6
H4S2 ωB97M-V/def2-TZVPD
S -0.703 -1.774 0.243
H -1.285 -1.365 1.386
H -1.835 -2.366 -0.181
S 1.300 1.327 -0.125
H 0.295 2.094 -0.586
H 2.228 2.084 -0.738
```

[10]
Formula: C39H31F3IrN4O3Sb
Source: the OMol25 dataset
Level of theory: ωB97M-V/def2-TZVPD

Output
orbital gap (spin up / spin down) = 7.189 / 6.426 eV
largest force on an atom = 1.2 eV/Å
2S+1 = 1
LUMO level (spin up / spin down) = -0.18 / -0.94 eV
energy above the lowest of the compared OMol25 structures with the same formula, charge and spin = 46.1 kcal per mole

```
82
C39H31F3IrN4O3Sb ωB97M-V/def2-TZVPD
Ir -2.111 -1.398 -1.478
C -5.664 0.775 -0.724
C -4.550 -0.196 -0.444
O -4.061 -0.790 -1.477
C -4.173 -0.454 0.866
C -3.134 -1.324 1.287
C -2.912 -1.519 2.758
N -2.340 -1.917 0.431
N -1.274 -2.666 0.929
C -0.449 -3.000 -0.006
O -0.614 -2.710 -1.294
C 0.808 -3.687 0.358
C 1.873 -3.682 -0.539
C 3.092 -4.237 -0.176
C 3.252 -4.804 1.079
C 2.186 -4.825 1.970
C 0.969 -4.272 1.613
H -5.809 0.863 -1.797
H -5.415 1.755 -0.317
H -6.595 0.445 -0.259
H -4.715 0.057 1.649
H -3.773 -1.168 3.320
H -2.031 -0.949 3.064
H -2.712 -2.562 2.991
H 1.739 -3.224 -1.509
H 3.918 -4.222 -0.874
H 4.206 -5.229 1.365
H 2.307 -5.274 2.948
H 0.130 -4.291 2.296
O -1.674 0.466 -0.998
C -2.151 1.479 -1.715
C -2.674 2.582 -1.033
C -3.089 3.704 -1.722
C -3.017 3.752 -3.111
C -2.519 2.662 -3.800
C -2.076 1.526 -3.123
C -1.570 0.367 -3.849
N -1.620 -0.888 -3.426
C -1.073 -1.682 -4.404
C -0.689 -0.898 -5.442
N -1.003 0.390 -5.075
H -2.711 2.532 0.047
H -3.476 4.554 -1.174
H -3.358 4.626 -3.648
H -2.492 2.683 -4.884
H -0.994 -2.747 -4.279
H -0.218 -1.131 -6.379
H -0.827 1.223 -5.609
F 2.248 -0.252 6.645
C 2.019 -0.196 5.316
C 2.634 0.801 4.580
C 2.390 0.859 3.218
C 1.554 -0.069 2.598
C 0.959 -1.059 3.374
C 1.183 -1.131 4.744
Sb 1.123 -0.016 0.501
C 0.656 2.089 0.504
C -0.017 2.635 1.593
C -0.467 3.949 1.586
C -0.238 4.714 0.461
F -0.679 5.991 0.437
C 0.414 4.213 -0.647
C 0.846 2.895 -0.615
C 3.194 0.110 -0.099
C 3.588 0.692 -1.302
C 4.913 0.677 -1.719
C 5.844 0.047 -0.918
F 7.135 0.026 -1.313
C 5.496 -0.571 0.265
C 4.167 -0.535 0.662
H 3.287 1.507 5.075
H 2.860 1.641 2.631
H 0.307 -1.790 2.907
H 0.721 -1.890 5.361
H -0.189 2.037 2.482
H -0.988 4.377 2.431
H 0.555 4.839 -1.518
H 1.337 2.505 -1.498
H 2.861 1.165 -1.950
H 5.224 1.134 -2.648
H 6.254 -1.067 0.857
H 3.894 -1.023 1.591
```

Number 1: calculated total energy -75932.5797 eV. Number 2: calculated total energy -18556.5602 eV. Number 3: calculated total energy -50517.3897 eV. Number 4: calculated total energy -197556.0142 eV. Number 5: calculated total energy -7896.4283 eV. Number 6: calculated total energy -62071.4489 eV. Number 7: calculated total energy -37960.4763 eV. Number 8: calculated total energy -8368.9697 eV. Number 9: calculated total energy -21735.0373 eV. Number 10: calculated total energy -70578.0186 eV.